Arrangement a

Formula: C5H14
Source: the Open Molecules 2025 dataset
Level of theory: ωB97M-V/def2-TZVPD

Results
Net charge: 0
SMILES string: CCC.CC

Geometry as XYZ:
```
19
Properties=species:S:1:pos:R:3:lowdin_charge:R:1
C 1.722 -1.248 0.361 -0.1929
C 2.763 -2.307 0.054 -0.1633
H 1.422 -1.210 1.419 0.0680
H 2.119 -0.240 0.396 0.0607
H 0.799 -1.270 -0.206 0.0447
H 3.001 -2.351 -1.009 0.0629
H 2.525 -3.274 0.491 0.0608
H 3.694 -1.978 0.529 0.0635
C -1.072 1.186 0.142 -0.3108
C -2.419 1.346 0.833 -0.1337
C -1.240 1.232 -1.387 -0.1162
H -0.375 1.977 0.426 0.0979
H -0.633 0.243 0.450 0.0635
H -3.049 0.513 0.510 0.0730
H -0.716 2.074 -1.845 0.0657
H -0.872 0.326 -1.875 0.0614
H -2.970 2.215 0.471 0.0674
H -2.412 1.430 1.917 0.0644
H -2.287 1.334 -1.679 0.0627
```

Arrangement b

Formula: C5H14
Source: the Open Molecules 2025 dataset
Level of theory: ωB97M-V/def2-TZVPD

Results
Net charge: 0
SMILES string: CCC.CC

Geometry as XYZ:
```
19
Properties=species:S:1:pos:R:3:lowdin_charge:R:1
C -1.579 -0.472 0.100 -0.3324
C -0.553 -1.635 0.017 -0.1214
C -2.911 -0.900 0.681 -0.1430
H -1.206 0.211 0.855 0.0820
H -1.604 -0.022 -0.895 0.0956
H -0.307 -1.907 -1.032 0.0707
H -3.185 -1.948 0.320 0.0878
H -2.740 -1.122 1.744 0.0733
H -3.709 -0.183 0.567 0.0599
H 0.383 -1.481 0.578 0.0611
H -1.091 -2.494 0.493 0.0652
C 2.765 1.001 -0.879 -0.1986
C 2.088 2.004 0.030 -0.1883
H 2.164 0.442 -1.642 0.0799
H 3.708 1.423 -1.236 0.0583
H 3.196 0.214 -0.280 0.0441
H 1.238 2.480 -0.523 0.0642
H 2.752 2.739 0.506 0.0636
H 1.421 1.443 0.802 0.0779
```

Arrangement c

Formula: C5H14
Source: the Open Molecules 2025 dataset
Level of theory: ωB97M-V/def2-TZVPD

Results
Net charge: 0
SMILES string: CCC.CC

Geometry as XYZ:
```
19
Properties=species:S:1:pos:R:3:lowdin_charge:R:1
C -1.040 -1.634 0.802 -0.3121
C 0.306 -2.231 0.284 -0.1370
C -0.920 -1.160 2.299 -0.1344
H -1.178 -0.678 0.246 0.0760
H -1.873 -2.343 0.576 0.0990
H 1.094 -2.072 1.170 0.1044
H 0.668 -1.957 -0.745 0.0680
H -0.865 -0.065 2.314 0.0529
H -1.862 -1.572 2.986 0.1187
H 0.089 -3.264 0.142 0.0317
H -0.060 -1.610 2.778 0.0308
C 0.290 1.905 -1.139 -0.2164
C 1.113 2.816 -2.062 -0.2002
H 0.620 0.867 -1.168 0.0295
H 0.275 2.168 -0.012 0.0846
H -0.793 1.852 -1.562 0.0865
H 1.168 3.839 -1.632 0.0584
H 0.708 2.728 -3.082 0.0512
H 2.259 2.412 -2.194 0.1083
```

Arrangement d

Formula: C5H14
Source: the Open Molecules 2025 dataset
Level of theory: ωB97M-V/def2-TZVPD

Results
Net charge: 0
SMILES string: CCC.CC

Geometry as XYZ:
```
19
Properties=species:S:1:pos:R:3:lowdin_charge:R:1
C 0.359 -1.261 -1.561 -0.2938
C 1.737 -0.605 -1.269 -0.1322
C 0.231 -2.628 -0.820 -0.1165
H -0.353 -0.598 -1.071 0.0761
H 0.271 -1.432 -2.630 0.0936
H 1.806 -0.406 -0.213 0.0568
H 1.951 0.236 -1.922 0.0586
H -0.770 -2.642 -0.389 0.0621
H 0.403 -3.437 -1.505 0.0547
H 2.498 -1.308 -1.649 0.0722
H 0.969 -2.711 -0.016 0.0652
C -1.170 1.488 1.392 -0.1685
C -1.193 2.872 2.074 -0.1782
H -0.122 1.225 1.194 0.0503
H -1.447 0.764 2.147 0.0609
H -1.665 1.528 0.431 0.0575
H -2.087 2.846 2.696 0.0602
H -0.949 3.780 1.499 0.0649
H -0.264 3.054 2.630 0.0562
```

Which one is most stable, and which one is least stable? arrangement a is the most stable of them, while arrangement c is the least stable.

Arrangement a

Formula: C5H14
Source: the Open Molecules 2025 dataset
Level of theory: ωB97M-V/def2-TZVPD

Results
Net charge: 0
SMILES string: CCC.CC

Geometry as XYZ:
```
19
Properties=species:S:1:pos:R:3:lowdin_charge:R:1
C 2.465 1.744 -0.517 -0.1959
C 2.291 0.552 -1.416 -0.1733
H 2.724 2.717 -0.970 0.0605
H 1.504 1.906 0.058 0.0757
H 3.248 1.740 0.247 0.0587
H 2.115 -0.226 -0.665 0.0502
H 3.061 0.231 -2.109 0.0607
H 1.415 0.673 -2.048 0.0627
C -1.627 -0.347 0.713 -0.3025
C -0.369 -1.185 1.132 -0.1187
C -2.947 -0.822 0.152 -0.1254
H -1.252 0.396 0.007 0.0866
H -1.816 0.171 1.663 0.0936
H -0.611 -2.184 1.522 0.0670
H 0.398 -1.597 0.465 0.0444
H -3.722 -0.726 0.904 0.0627
H -2.931 -1.901 -0.115 0.0770
H 0.177 -0.420 1.687 0.0635
H -3.281 -0.371 -0.756 0.0525
```

Arrangement b

Formula: C5H14
Source: the Open Molecules 2025 dataset
Level of theory: ωB97M-V/def2-TZVPD

Results
Net charge: 0
SMILES string: CCC.CC

Geometry as XYZ:
```
19
Properties=species:S:1:pos:R:3:lowdin_charge:R:1
C 1.276 0.597 -1.815 -0.3054
C 0.246 1.696 -1.524 -0.1087
C 0.796 -0.794 -1.331 -0.1226
H 1.633 0.486 -2.844 0.0935
H 2.214 0.717 -1.273 0.0895
H 0.064 2.284 -2.425 0.0650
H 0.466 -0.660 -0.299 0.0337
H 0.613 2.361 -0.747 0.0681
H -0.692 1.235 -1.239 0.0545
H -0.084 -1.172 -1.852 0.0720
H 1.604 -1.512 -1.321 0.0641
C -1.602 -0.301 1.708 -0.1695
C -0.449 -1.029 2.415 -0.1717
H -1.310 0.725 1.456 0.0588
H -1.870 -0.694 0.735 0.0506
H -2.418 -0.339 2.414 0.0585
H -0.731 -2.057 2.619 0.0597
H -0.292 -0.540 3.380 0.0606
H 0.536 -1.003 1.943 0.0493
```

Arrangement c

Formula: C5H14
Source: the Open Molecules 2025 dataset
Level of theory: ωB97M-V/def2-TZVPD

Results
Net charge: 0
SMILES string: CCC.CC

Geometry as XYZ:
```
19
Properties=species:S:1:pos:R:3:lowdin_charge:R:1
C -1.608 0.942 -0.921 -0.1652
C -2.522 2.155 -0.609 -0.1530
H -1.580 0.741 -1.991 0.0669
H -0.611 1.157 -0.562 0.0309
H -2.011 0.109 -0.356 0.0561
H -2.683 2.805 -1.472 0.0582
H -1.925 2.862 -0.027 0.0555
H -3.413 1.871 -0.060 0.0585
C 1.664 -0.769 0.073 -0.2978
C 0.599 -0.228 1.076 -0.1223
C 2.039 -2.208 0.418 -0.1366
H 1.244 -0.721 -0.931 0.0937
H 2.543 -0.136 0.134 0.0882
H 0.661 -0.763 2.025 0.0670
H -0.329 -0.512 0.610 0.0307
H 2.099 -2.488 1.467 0.0653
H 1.255 -2.838 -0.031 0.0704
H 0.791 0.828 1.240 0.0710
H 2.877 -2.650 -0.124 0.0626
```

Which one is most stable, and which one is least stable? arrangement b is the most stable of them, while arrangement a is the least stable.

Arrangement a

Formula: C3H7ClNO
Source: the Open Molecules 2025 dataset
Level of theory: ωB97M-V/def2-TZVPD

Results
Net charge: -1

Geometry as XYZ:
```
13
Properties=species:S:1:pos:R:3:lowdin_charge:R:1
C 1.527 -0.086 0.179 -0.1605
C -0.413 -0.216 -1.320 -0.1684
C 0.117 -0.461 0.010 -0.3790
N -1.055 0.825 1.614 -0.4982
O -1.649 1.707 1.006 -0.2993
Cl -2.216 -0.608 2.138 0.0866
H 1.364 0.930 0.586 0.0722
H 2.153 -0.628 0.831 0.0444
H 1.949 -0.045 -0.803 0.0426
H 0.279 -0.372 -2.146 0.0532
H -0.552 0.897 -1.295 0.0729
H -1.465 -0.582 -1.418 0.0813
H -0.040 -1.360 0.618 0.0522
```

Arrangement b

Formula: C3H7ClNO
Source: the Open Molecules 2025 dataset
Level of theory: ωB97M-V/def2-TZVPD

Results
Net charge: -1

Geometry as XYZ:
```
13
Properties=species:S:1:pos:R:3:lowdin_charge:R:1
Cl -23.707 24.038 21.340 -0.9998
C -20.076 20.358 14.150 -0.0081
C -20.523 20.677 15.590 -0.5734
O -21.377 19.946 16.107 0.0057
N -20.037 21.666 16.278 0.0223
C -18.997 22.599 15.839 -0.0654
H -19.166 19.758 14.164 0.0783
H -19.898 21.271 13.583 0.0655
H -20.886 19.766 13.723 0.0786
H -20.512 21.920 17.133 0.1595
H -19.361 23.585 15.552 0.0826
H -18.404 22.089 15.079 0.0744
H -18.320 22.787 16.672 0.0797
```

Which one is most stable, and which one is least stable? arrangement b is the most stable of them, while arrangement a is the least stable.

Arrangement a

Formula: C5H8N2
Source: the Open Molecules 2025 dataset
Level of theory: ωB97M-V/def2-TZVPD

Results
Net charge: 0

Geometry as XYZ:
```
15
Properties=species:S:1:pos:R:3:lowdin_charge:R:1
C 3.359 -0.084 -0.659 -0.0807
C 4.028 0.579 0.069 -0.1396
C -1.100 0.359 -0.027 -0.1833
C -0.203 -0.575 -0.003 0.0024
C 0.844 -1.557 0.067 -0.1250
N -3.310 1.189 -0.220 -0.0047
N -2.466 0.091 0.046 -0.1447
H 4.530 1.195 0.798 -0.0051
H -0.730 1.427 0.351 0.1750
H 1.284 -1.462 1.114 0.1022
H 1.714 -1.216 -0.630 0.0259
H 0.661 -2.715 -0.084 0.1396
H -3.140 1.797 0.568 0.0612
H -2.733 1.673 -0.966 0.0891
H -2.737 -0.702 -0.425 0.0876
```

Arrangement b

Formula: C5H8N2
Source: the Open Molecules 2025 dataset
Level of theory: ωB97M-V/def2-TZVPD

Results
Net charge: 0

Geometry as XYZ:
```
15
Properties=species:S:1:pos:R:3:lowdin_charge:R:1
C -1.978 0.039 -0.457 -0.1218
C -1.075 -0.515 0.614 -0.1588
N 0.244 -0.082 0.607 -0.1266
C 1.017 -0.723 -0.425 -0.1548
C 2.180 0.162 -0.576 -0.1286
N 2.145 1.082 0.352 0.0609
C 0.983 0.927 1.070 -0.1296
H -3.004 -0.352 -0.509 0.0718
H -2.076 1.135 -0.358 0.0753
H -1.592 -0.075 -1.468 0.0528
H 0.174 -0.950 -1.130 0.1239
H -1.580 -0.520 1.565 0.0786
H 1.252 -1.765 -0.193 0.1322
H 2.951 0.055 -1.336 0.1042
H 0.637 1.571 1.868 0.1205
```

Which one is most stable, and which one is least stable? arrangement b is the most stable of them, while arrangement a is the least stable.

Arrangement a

Formula: C5H8N2
Source: the Open Molecules 2025 dataset
Level of theory: ωB97M-V/def2-TZVPD

Results
Net charge: 0
SMILES string: C[C@H]1[C@@H](C#N)N1C

Geometry as XYZ:
```
15
Properties=species:S:1:pos:R:3:lowdin_charge:R:1
C 1.298 -1.662 -0.375 -0.0897
C 0.486 -0.373 -0.795 -0.0285
C -0.998 0.133 -0.215 -0.3315
C -1.592 -1.165 -0.041 -0.2265
N -1.962 -2.252 -0.157 0.1516
N -0.026 0.667 0.619 -0.0642
C -0.210 2.136 0.905 -0.0975
H 0.865 -2.212 0.461 0.0608
H 1.391 -2.419 -1.186 0.0831
H 2.346 -1.416 -0.114 0.0743
H 1.007 0.071 -1.650 0.0980
H -1.803 0.867 -0.523 0.1512
H -0.990 2.660 0.311 0.0716
H 0.716 2.702 0.802 0.0678
H -0.528 2.262 1.959 0.0795
```

Arrangement b

Formula: C5H8N2
Source: the Open Molecules 2025 dataset
Level of theory: ωB97M-V/def2-TZVPD

Results
Net charge: 0
SMILES string: CCn1ccnc1

Geometry as XYZ:
```
15
Properties=species:S:1:pos:R:3:lowdin_charge:R:1
C -2.004 0.228 -0.374 -0.0812
C -0.996 -0.657 0.356 -0.1975
N 0.365 -0.147 0.317 -0.1120
C 1.378 -0.741 -0.396 -0.0883
C 2.428 0.131 -0.351 -0.1659
N 2.095 1.244 0.380 0.0462
C 0.856 1.042 0.761 -0.1882
H -2.972 -0.278 -0.425 0.0731
H -2.165 1.189 0.126 0.0713
H -1.678 0.428 -1.398 0.0806
H -0.934 -1.627 -0.147 0.1142
H -1.305 -0.818 1.395 0.1204
H 1.256 -1.730 -0.814 0.1108
H 3.402 0.017 -0.809 0.0922
H 0.275 1.716 1.380 0.1243
```

Arrangement c

Formula: C5H8N2
Source: the Open Molecules 2025 dataset
Level of theory: ωB97M-V/def2-TZVPD

Results
Net charge: 0
SMILES string: C[C@@]1(CC#N)CN1

Geometry as XYZ:
```
15
Properties=species:S:1:pos:R:3:lowdin_charge:R:1
C -0.995 1.134 -0.216 -0.0238
C -0.221 -0.166 -0.176 -0.5403
C 1.207 -0.070 -0.699 -0.1196
C 2.051 0.647 0.263 -0.2200
N 2.669 1.202 1.069 0.1445
C -0.457 -1.116 0.930 -0.1182
N -0.829 -1.467 -0.442 0.0536
H -0.521 1.859 0.457 0.0879
H -1.008 1.571 -1.222 0.0838
H -2.031 1.000 0.114 0.0837
H 1.246 0.440 -1.669 0.1252
H 1.600 -1.082 -0.842 0.1274
H -1.251 -0.870 1.633 0.1120
H 0.375 -1.674 1.355 0.1095
H -1.836 -1.408 -0.555 0.0942
```

Which one is most stable, and which one is least stable? arrangement b is the most stable of them, while arrangement a is the least stable.

Arrangement a

Formula: C5H8N2
Source: the Open Molecules 2025 dataset
Level of theory: ωB97M-V/def2-TZVPD

Results
Net charge: 0

Geometry as XYZ:
```
15
Properties=species:S:1:pos:R:3:lowdin_charge:R:1
C 1.994 -0.517 0.254 -0.0801
N 1.214 -0.024 -0.875 -0.2181
C 0.826 1.301 -0.599 -0.1060
C -0.422 1.267 -0.097 -0.0225
C -0.785 -0.144 -0.122 -0.3983
C -2.112 -0.708 0.248 -0.0378
N 0.108 -0.853 -0.748 0.0573
H 2.977 0.035 0.287 0.0903
H 2.184 -1.591 0.139 0.0667
H 0.914 -0.439 1.079 0.1823
H 1.537 2.114 -0.739 0.1213
H -1.054 2.085 0.218 0.1034
H -2.799 -0.432 -0.556 0.0822
H -2.500 -0.296 1.185 0.0795
H -2.081 -1.798 0.323 0.0799
```

Arrangement b

Formula: C5H8N2
Source: the Open Molecules 2025 dataset
Level of theory: ωB97M-V/def2-TZVPD

Results
Net charge: 0

Geometry as XYZ:
```
15
Properties=species:S:1:pos:R:3:lowdin_charge:R:1
C -0.408 -1.625 -0.770 -0.0257
C -0.012 -0.521 0.149 -0.2658
C -0.897 0.262 1.001 -0.0725
C -0.456 1.713 0.330 -0.5509
N -0.795 2.861 0.401 0.0764
C 1.336 0.077 0.176 -0.1114
N 0.553 1.070 -0.569 0.0563
H -0.514 -2.549 -0.187 0.0965
H -1.378 -1.416 -1.232 0.0932
H 0.337 -1.800 -1.553 0.0858
H -0.609 0.271 2.055 0.1140
H -1.964 0.073 0.877 0.1090
H 2.080 -0.409 -0.457 0.1245
H 1.743 0.419 1.131 0.1259
H 0.982 1.575 -1.352 0.1447
```

Which one is most stable, and which one is least stable? arrangement a is the most stable of them, while arrangement b is the least stable.